Entry 1:
This record from the OMol25 dataset describes C45H35ClN8O7S2SeSiTa as an isolated structure. The level of theory is ωB97M-V/def2-TZVPD.

```
101
Properties=species:S:1:pos:R:3
Ta 0.191 0.496 0.987
C 0.828 3.505 4.249
C 1.362 2.799 5.324
C 1.715 1.484 5.151
C 1.522 0.871 3.905
N 0.909 1.528 2.905
C 0.614 2.834 3.070
N 2.009 -0.400 3.745
C 2.376 -0.760 2.563
N 2.278 -0.067 1.369
C 3.171 -0.686 0.469
N 3.683 -0.255 -0.608
C 3.591 1.081 -1.009
C 3.181 1.384 -2.309
C 3.188 2.704 -2.711
C 3.617 3.680 -1.821
C 4.033 3.270 -0.566
N 4.035 2.006 -0.157
C 3.595 -1.982 1.055
C 4.416 -2.982 0.569
C 4.667 -4.064 1.402
C 4.144 -4.118 2.695
C 3.366 -3.082 3.193
C 3.101 -2.026 2.341
H 0.553 4.547 4.326
H 1.514 3.284 6.281
H 2.169 0.893 5.932
H 0.186 3.335 2.215
H 2.856 0.592 -2.968
H 2.852 2.966 -3.708
H 3.628 4.728 -2.090
H 4.388 3.998 0.156
H 4.835 -2.919 -0.425
H 5.280 -4.883 1.044
H 4.359 -4.976 3.319
H 2.975 -3.088 4.201
O -1.499 1.437 1.681
Cl 0.218 2.747 -1.054
O -0.271 4.108 -1.094
O -0.937 1.829 -0.745
O 1.063 2.565 0.193
N -6.440 0.967 -1.737
C -5.608 1.576 -0.800
C -4.520 2.341 -1.221
C -3.688 2.944 -0.299
C -3.951 2.791 1.054
C -5.042 2.051 1.494
C -5.871 1.450 0.568
S -2.846 3.452 2.232
O -1.931 4.321 1.566
O -3.576 3.909 3.383
N -1.971 2.129 2.760
C -2.175 1.452 3.965
S -3.057 2.112 5.324
C -2.647 0.692 6.213
C -1.870 -0.119 5.464
N -1.607 0.318 4.191
H -5.981 0.737 -2.605
H -6.963 0.183 -1.380
H -4.312 2.435 -2.280
H -2.824 3.514 -0.609
H -5.227 1.940 2.555
H -6.718 0.861 0.899
H -2.992 0.548 7.224
H -1.462 -1.069 5.775
Se -0.561 -1.572 1.762
O 0.653 -0.150 -0.825
Si 0.213 -1.241 -1.941
C 1.124 -2.872 -1.750
C 0.510 -3.943 -1.095
C 1.157 -5.162 -0.945
C 2.431 -5.341 -1.465
C 3.065 -4.286 -2.105
C 2.424 -3.061 -2.227
C -1.635 -1.621 -1.940
C -2.575 -1.004 -1.116
C -3.922 -1.338 -1.187
C -4.359 -2.285 -2.101
C -3.443 -2.897 -2.948
C -2.100 -2.566 -2.861
C 0.524 -0.512 -3.655
C 1.232 -1.124 -4.690
C 1.409 -0.493 -5.917
C 0.874 0.767 -6.134
C 0.140 1.384 -5.128
C -0.036 0.745 -3.911
H -0.485 -3.818 -0.685
H 0.666 -5.972 -0.419
H 2.935 -6.294 -1.356
H 4.070 -4.411 -2.491
H 2.959 -2.233 -2.679
H -2.272 -0.259 -0.392
H -4.622 -0.864 -0.510
H -5.408 -2.555 -2.150
H -3.775 -3.636 -3.666
H -1.392 -3.061 -3.521
H 1.651 -2.111 -4.545
H 1.969 -0.987 -6.701
H 1.020 1.264 -7.086
H -0.295 2.362 -5.294
H -0.626 1.227 -3.138
```

Computed properties:
Maximum force in eV Å⁻¹: 0.36
Energy in eV: -182457.36988
Kohn-Sham gap in Ha: 0.26239
Relative energy (zero: lowest compared OMol25 entry of this formula, charge and spin) in kcal per mole: 40.7
Charge: -1
HOMO level in eV: -4.90

---

Entry 2:
This record from the OMol25 dataset describes a 4-piece molecular cluster, C3H14NO4S overall. The level of theory is ωB97M-V/def2-TZVPD.

```
23
Properties=species:S:1:pos:R:3
O 1.372 -2.129 -1.874
C 0.224 -1.852 -1.633
C -0.073 -0.400 -1.303
C -1.370 0.004 -0.620
S -2.787 -0.494 -1.568
N 1.168 0.152 -0.620
H -0.565 -2.628 -1.714
H -0.116 0.062 -2.310
H -1.489 1.116 -0.629
H -1.374 -0.219 0.450
H -3.396 -1.374 -0.657
H 0.961 1.151 -0.357
H 1.900 0.045 -1.327
H 1.332 -0.569 0.092
H 1.466 2.956 -1.490
H 2.272 3.381 -0.265
O 1.869 2.613 -0.687
H -0.408 2.544 2.950
H -0.117 1.117 3.477
O -0.554 1.611 2.788
H 0.417 -2.710 2.922
H -0.848 -2.175 2.206
O 0.116 -2.202 2.170
```

Computed properties:
Maximum force in eV Å⁻¹: 2.42
Energy in eV: -23846.38204
Kohn-Sham gap in Ha: 0.34779
Relative energy (zero: lowest compared OMol25 entry of this formula, charge and spin) in kcal per mole: 10.3
Charge: +1
HOMO level in eV: -12.84

---

Entry 3:
This record from the OMol25 dataset describes one molecule with the formula C16H23NO4S. The level of theory is ωB97M-V/def2-TZVPD.

```
45
Properties=species:S:1:pos:R:3
O -0.586 -2.540 -1.430
O 2.749 -4.279 4.956
O 4.432 -3.759 3.394
O 0.394 -0.701 -2.382
C 0.276 -1.703 -1.478
C -0.243 -1.689 3.019
C -0.120 -1.330 1.654
C 0.742 -2.507 3.484
C 1.973 -2.582 1.403
C 0.934 -1.776 0.887
C 1.845 -3.009 2.745
N 1.193 -1.517 -0.506
C -4.679 4.471 -2.009
C 2.133 -0.562 -0.894
C -3.227 4.572 -1.668
C -2.431 3.527 -2.305
C -1.230 3.192 -1.461
C -0.328 2.207 -2.179
C 0.525 1.397 -1.181
C 1.326 0.245 -1.857
C 2.702 -5.699 2.735
S 3.003 -4.159 3.521
H -1.102 -1.392 3.564
H -0.866 -0.667 1.220
H 0.525 -2.817 4.582
H 2.852 -2.840 0.905
H -5.230 3.634 -1.458
H -4.921 4.592 -3.056
H -5.070 5.322 -1.496
H 2.623 0.132 -0.128
H 3.010 -1.073 -1.299
H -3.064 4.524 -0.582
H -2.891 5.550 -1.917
H -3.051 2.604 -2.347
H -2.115 3.868 -3.272
H -0.565 4.073 -1.141
H -1.610 2.677 -0.544
H 0.261 2.648 -2.961
H -1.055 1.617 -2.709
H -0.230 0.906 -0.555
H 1.166 2.076 -0.564
H 1.973 0.720 -2.480
H 3.435 -6.422 3.071
H 2.890 -5.572 1.692
H 1.653 -5.960 3.027
```

Computed properties:
Maximum force in eV Å⁻¹: 5.28
Energy in eV: -37478.20698
Kohn-Sham gap in Ha: 0.35492
Relative energy (zero: lowest compared OMol25 entry of this formula, charge and spin) in kcal per mole: 74.4
SMILES: CCCCCC[C@H]1CN(c2cccc(S(C)(=O)=O)c2)C(=O)O1
Charge: 0
HOMO level in eV: -9.60

---

Entry 4:
This record from the OMol25 dataset describes a 10-piece molecular cluster, C48H120F8N8O20P2S8 overall. The level of theory is ωB97M-V/def2-TZVPD.

```
214
Properties=species:S:1:pos:R:3
C 9.177 -5.116 6.635
C 9.181 -6.604 6.154
C 10.563 -6.935 5.511
O 10.493 -8.279 5.069
C 11.852 -8.812 4.887
N 8.945 -7.552 7.316
H 8.123 -7.329 7.860
H 8.814 -8.521 7.063
H 9.714 -7.550 7.970
H 8.992 -4.444 5.796
H 10.087 -4.755 7.113
H 8.299 -4.916 7.249
H 8.364 -6.842 5.473
H 11.368 -6.752 6.222
H 10.691 -6.363 4.592
H 12.505 -8.531 4.061
H 11.848 -9.890 4.728
H 12.448 -8.636 5.782
C 1.361 2.490 -1.789
C 2.422 2.121 -0.816
C 1.987 0.663 -0.269
O 3.199 -0.044 0.071
C 3.130 -0.899 1.228
N 3.796 2.192 -1.486
H 4.068 3.101 -1.831
H 4.409 2.109 -0.688
H 3.927 1.535 -2.241
H 1.324 1.811 -2.641
H 1.550 3.488 -2.187
H 0.374 2.460 -1.329
H 2.586 2.833 -0.006
H 1.657 -0.093 -0.982
H 1.359 0.680 0.622
H 3.995 -1.539 1.402
H 2.200 -1.468 1.244
H 3.020 -0.226 2.077
C 9.194 4.136 -7.411
C 9.276 3.532 -8.801
C 10.069 2.185 -8.897
O 10.026 1.843 -10.268
C 10.875 0.738 -10.553
N 7.834 3.265 -9.368
H 7.896 2.759 -10.240
H 7.443 2.678 -8.645
H 7.326 4.116 -9.565
H 8.268 4.680 -7.222
H 10.122 4.621 -7.108
H 8.912 3.254 -6.836
H 9.783 4.221 -9.478
H 9.559 1.408 -8.326
H 11.079 2.239 -8.491
H 10.698 0.352 -11.557
H 10.718 -0.135 -9.920
H 11.935 0.991 -10.536
C 10.933 13.307 -4.957
C 10.753 12.803 -3.505
C 10.025 11.420 -3.464
O 10.064 10.895 -2.175
C 9.819 9.520 -1.918
N 12.143 12.791 -2.813
H 12.548 13.706 -2.672
H 12.089 12.346 -1.908
H 12.771 12.228 -3.370
H 9.948 13.324 -5.422
H 11.707 12.668 -5.381
H 11.345 14.316 -4.962
H 10.201 13.461 -2.834
H 10.358 10.783 -4.284
H 8.964 11.507 -3.696
H 9.724 9.445 -0.835
H 10.656 8.899 -2.237
H 8.931 9.042 -2.334
C 0.755 -8.087 11.444
C 1.385 -7.897 10.025
C 0.518 -8.685 9.054
C 0.622 -10.227 9.148
P -0.370 -11.136 7.929
C 0.016 -10.463 6.197
C -0.846 -9.292 5.692
C -0.509 -8.929 4.199
C -1.361 -7.880 3.694
C -2.134 -10.760 8.309
C -2.642 -11.113 9.721
C -4.173 -11.191 9.835
C -4.709 -12.519 9.361
C 0.049 -12.903 8.083
C -0.918 -13.911 7.483
C -0.473 -15.349 7.900
C -0.894 -16.471 6.932
H 0.818 -9.121 11.782
H -0.293 -7.790 11.468
H 1.265 -7.427 12.146
H 2.452 -8.115 10.053
H 1.182 -6.827 9.969
H 0.865 -8.420 8.055
H -0.501 -8.298 9.040
H 0.325 -10.589 10.132
H 1.673 -10.492 9.025
H -0.039 -11.373 5.600
H 1.091 -10.285 6.227
H -0.807 -8.409 6.330
H -1.923 -9.439 5.775
H -0.605 -9.782 3.527
H 0.549 -8.676 4.132
H -2.423 -8.124 3.696
H -1.121 -7.559 2.680
H -1.377 -7.003 4.341
H -2.786 -11.229 7.571
H -2.253 -9.708 8.050
H -2.260 -10.361 10.411
H -2.147 -12.031 10.038
H -4.626 -10.316 9.368
H -4.445 -11.075 10.884
H -4.455 -12.623 8.306
H -5.792 -12.515 9.482
H -4.435 -13.465 9.828
H 0.150 -13.104 9.149
H 1.002 -12.882 7.554
H -0.948 -13.814 6.398
H -1.959 -13.763 7.770
H -0.754 -15.563 8.931
H 0.598 -15.549 7.932
H -0.611 -16.405 5.881
H -1.891 -16.909 6.902
H -0.369 -17.363 7.276
C -14.027 9.898 -1.028
C -12.612 9.659 -1.745
C -12.321 8.426 -2.600
C -13.620 7.982 -3.404
P -13.295 6.511 -4.378
C -12.166 7.020 -5.751
C -12.807 8.067 -6.764
C -11.823 8.361 -7.950
C -11.564 7.253 -8.892
C -14.940 5.929 -5.065
C -14.851 4.778 -6.107
C -16.282 4.247 -6.405
C -16.278 3.030 -7.319
C -12.489 5.204 -3.357
C -10.882 5.043 -3.371
C -10.424 3.921 -2.468
C -8.971 3.989 -2.112
H -13.857 10.534 -0.159
H -14.283 8.966 -0.523
H -14.875 10.070 -1.691
H -11.704 9.776 -1.154
H -12.469 10.568 -2.330
H -12.076 7.571 -1.969
H -11.434 8.628 -3.201
H -13.938 8.717 -4.143
H -14.478 7.840 -2.748
H -11.931 6.080 -6.249
H -11.227 7.290 -5.268
H -13.097 9.012 -6.303
H -13.774 7.734 -7.141
H -10.851 8.676 -7.570
H -12.171 9.216 -8.531
H -10.932 7.635 -9.694
H -12.397 6.926 -9.514
H -11.088 6.394 -8.418
H -15.448 6.824 -5.422
H -15.526 5.658 -4.187
H -14.182 3.978 -5.788
H -14.463 5.071 -7.082
H -16.888 5.021 -6.876
H -16.841 4.063 -5.488
H -15.486 2.969 -8.065
H -17.212 3.051 -7.881
H -16.486 2.069 -6.849
H -12.910 4.216 -3.543
H -12.801 5.436 -2.339
H -10.505 6.002 -3.013
H -10.565 4.728 -4.365
H -10.685 2.921 -2.814
H -11.043 3.992 -1.573
H -8.273 4.426 -2.825
H -8.665 3.038 -1.675
H -8.876 4.725 -1.313
N 4.913 -0.188 -6.374
S 5.710 -1.667 -6.013
O 6.462 -2.367 -7.043
O 5.124 -2.545 -4.999
F 6.836 -0.952 -5.138
S 3.700 -0.923 -6.939
O 2.632 -1.308 -6.030
O 3.889 -1.803 -8.104
F 3.047 0.457 -7.637
N 4.438 8.343 -9.517
S 5.371 9.801 -9.487
O 5.438 10.698 -8.332
O 5.520 10.457 -10.786
F 6.801 9.007 -9.247
S 3.557 8.694 -8.286
O 2.671 9.838 -8.407
O 4.147 8.310 -7.013
F 2.487 7.415 -8.461
N 8.470 3.068 1.488
S 9.908 2.243 1.256
O 9.761 0.815 1.173
O 11.109 2.853 1.839
F 10.046 2.683 -0.309
S 8.599 3.244 2.978
O 9.343 4.397 3.450
O 8.698 2.150 3.935
F 7.007 3.605 3.219
N -2.863 0.120 8.054
S -2.562 0.103 6.417
O -2.968 -1.067 5.642
O -1.408 0.875 6.007
F -3.796 1.149 6.021
S -2.273 -1.249 8.328
O -0.898 -1.487 7.966
O -3.236 -2.372 8.243
F -2.172 -1.056 9.943
```

Computed properties:
Maximum force in eV Å⁻¹: 9.04
Energy in eV: -231562.79955
Kohn-Sham gap in Ha: 0.20941
Relative energy (zero: lowest compared OMol25 entry of this formula, charge and spin) in kcal per mole: 262.3
Charge: +2
HOMO level in eV: -9.72